{"formula": "C4H9N4", "method": "ωB97M-V with the def2-TZVPD basis set", "symbols": ["C", "C", "C", "C", "N", "N", "N", "N", "H", "H", "H", "H", "H", "H", "H", "H", "H"], "xyz": [[-1.86, -0.43, -0.45], [-0.69, 1.33, -0.31], [2.35, -0.01, -0.02], [-0.35, -1.96, 0.80], [-1.81, 0.87, -0.74], [-0.06, 0.39, 0.31], [-0.83, -0.69, 0.25], [-0.27, 2.53, -0.68], [-2.55, -1.08, -0.78], [2.26, -1.06, -0.47], [2.82, 0.76, -0.66], [2.92, 0.05, 0.95], [-1.15, -2.77, 0.75], [0.44, -2.17, 0.22], [-0.20, -1.94, 1.90], [-1.10, 3.06, -1.06], [0.10, 3.12, -0.01]], "de_lowest_ev": 4.8454, "homo_lumo_gap_ha": [0.2456, 0.2459], "largest_force_ev_per_a": 6.18, "total_charge": 1, "e_homo_ev": [-13.633, -13.634]}

---

{"formula": "H2N2O2S", "method": "ωB97M-V with the def2-TZVPD basis set", "symbols": ["N", "N", "O", "O", "S", "H", "H"], "xyz": [[-0.76, 1.27, -0.70], [0.27, 0.78, -1.15], [-0.44, -0.66, 2.73], [0.30, -1.38, 0.47], [-0.76, -1.04, 1.37], [0.34, -0.18, -0.88], [1.04, 1.20, -1.83]], "de_lowest_ev": 0.8450, "homo_lumo_gap_ha": 0.2816, "largest_force_ev_per_a": 2.27, "e_homo_ev": -8.632}

---

{"formula": "C4H12IO2", "method": "ωB97M-V with the def2-TZVPD basis set", "symbols": ["I", "C", "C", "O", "H", "H", "H", "H", "H", "H", "C", "C", "O", "H", "H", "H", "H", "H", "H"], "xyz": [[-2.24, 2.26, 0.64], [-0.04, -2.22, 3.32], [-0.61, -0.94, 2.75], [-1.68, -1.12, 1.88], [-0.72, -2.67, 4.05], [0.83, -1.97, 3.93], [0.28, -2.94, 2.57], [0.21, -0.38, 2.31], [-0.90, -0.34, 3.61], [-1.95, -0.32, 1.41], [1.43, 1.13, -3.71], [0.44, 0.87, -2.55], [0.35, 2.10, -1.77], [2.38, 1.53, -3.35], [1.04, 1.98, -4.27], [1.55, 0.30, -4.40], [0.68, -0.03, -1.98], [-0.51, 0.63, -3.03], [-0.54, 2.14, -1.40]], "de_lowest_ev": 0.4197, "homo_lumo_gap_ha": 0.2788, "largest_force_ev_per_a": 2.12, "total_charge": -1, "e_homo_ev": -4.016}

---

{"formula": "C6H10O2", "method": "ωB97M-V with the def2-TZVPD basis set", "symbols": ["C", "C", "C", "C", "C", "C", "H", "H", "H", "H", "H", "H", "H", "H", "H", "H", "O", "O"], "xyz": [[1.39, 0.32, -1.14], [0.17, -0.87, -1.11], [-0.65, -0.19, -0.38], [-1.74, -0.43, 1.52], [0.10, 0.43, 0.67], [1.13, 1.28, 0.08], [1.43, 0.70, -2.21], [2.51, -0.10, -1.27], [0.46, -1.97, -0.96], [-0.37, -1.16, -1.96], [-1.31, 0.61, -0.87], [-1.44, -1.15, 2.36], [-2.89, -0.53, 1.77], [0.56, -0.43, 1.31], [2.24, 1.41, 0.59], [0.96, 2.31, -0.25], [-1.62, -0.95, 0.35], [-0.94, 0.73, 1.50]], "smiles": "C1C[C@H]2OCO[C@@H]2C1", "de_lowest_ev": 5.6973, "homo_lumo_gap_ha": 0.3736, "largest_force_ev_per_a": 11.65, "e_homo_ev": -9.106}

---

{"formula": "C9H14O", "method": "ωB97M-V with the def2-TZVPD basis set", "symbols": ["C", "C", "H", "H", "H", "H", "H", "H", "C", "C", "C", "C", "C", "C", "C", "O", "H", "H", "H", "H", "H", "H", "H", "H"], "xyz": [[1.66, -2.90, 0.68], [0.57, -2.43, 1.60], [2.61, -3.07, 1.18], [1.37, -3.59, -0.12], [1.96, -2.14, -0.08], [0.30, -3.22, 2.32], [-0.32, -2.22, 1.02], [0.87, -1.64, 2.28], [-2.58, 1.44, 0.77], [0.88, 1.20, -1.64], [0.95, 1.93, -0.39], [-0.27, 0.48, -2.01], [-0.11, 1.91, 0.44], [-1.39, 0.64, -1.21], [-1.33, 1.37, -0.03], [1.91, 1.16, -2.44], [1.81, 2.54, -0.12], [2.70, 1.56, -2.06], [-0.31, -0.07, -2.94], [-0.10, 2.22, 1.47], [-2.32, 0.36, -1.69], [-3.45, 1.15, 0.19], [-2.90, 2.45, 1.08], [-2.50, 0.88, 1.71]], "de_lowest_ev": 0.7010, "homo_lumo_gap_ha": [0.3679, 0.2298], "largest_force_ev_per_a": 2.73, "total_charge": 1, "s_squared": 0.77, "e_homo_ev": [-13.797, -13.805], "spin_multiplicity": 2}

---

{"formula": "CH4P2", "method": "ωB97M-V with the def2-TZVPD basis set", "symbols": ["C", "P", "P", "H", "H", "H", "H"], "xyz": [[0.08, 0.15, 0.33], [-2.51, -0.96, 0.82], [0.86, -0.68, -0.94], [0.61, 0.25, 1.27], [-2.58, -0.04, 1.87], [0.14, -0.26, -2.06], [2.02, 0.05, -1.21]], "de_lowest_ev": 5.1496, "homo_lumo_gap_ha": [0.2794, 0.2261], "largest_force_ev_per_a": 2.62, "e_homo_ev": [-8.814, -7.447]}

---

{"formula": "C30H20F5N4Pb", "method": "ωB97M-V with the def2-TZVPD basis set", "symbols": ["Pb", "N", "C", "C", "C", "C", "C", "C", "C", "C", "C", "C", "C", "C", "N", "C", "C", "C", "C", "N", "H", "H", "H", "H", "H", "H", "H", "H", "H", "H", "N", "C", "C", "C", "C", "C", "C", "C", "C", "C", "C", "C", "C", "H", "H", "H", "H", "H", "H", "H", "H", "H", "H", "F", "C", "F", "C", "F", "F", "F"], "xyz": [[-0.18, 0.17, -2.39], [-4.99, 0.20, 7.23], [-4.45, 0.21, 6.21], [-3.78, 0.21, 4.93], [-2.80, -0.74, 4.65], [-2.16, -0.73, 3.42], [-2.50, 0.22, 2.46], [-3.48, 1.17, 2.74], [-4.12, 1.17, 3.97], [-1.83, 0.22, 1.12], [-2.59, -0.38, 0.11], [-3.86, -0.99, 0.27], [-4.26, -1.43, -0.98], [-3.21, -1.06, -1.86], [-2.22, -0.45, -1.22], [-0.57, 0.80, 1.08], [0.06, 1.37, 2.24], [1.30, 1.79, 1.85], [1.39, 1.48, 0.47], [0.31, 0.91, -0.01], [-2.54, -1.47, 5.40], [-1.39, -1.46, 3.19], [-3.73, 1.91, 1.99], [-4.87, 1.91, 4.20], [-4.41, -1.10, 1.20], [-5.17, -1.94, -1.24], [-3.16, -1.23, -2.93], [-0.39, 1.46, 3.22], [2.06, 2.27, 2.45], [2.27, 1.68, -0.13], [2.43, 1.00, -2.77], [3.53, 0.11, -2.86], [4.56, 0.47, -3.73], [5.64, -0.36, -3.96], [5.70, -1.59, -3.31], [4.68, -1.93, -2.43], [3.57, -1.11, -2.16], [2.57, -1.64, -1.16], [3.13, -2.33, -0.08], [2.34, -3.08, 0.79], [0.97, -3.14, 0.56], [0.41, -2.38, -0.46], [1.17, -1.58, -1.32], [2.55, 1.83, -3.33], [2.20, 1.29, -1.83], [4.50, 1.43, -4.23], [6.42, -0.06, -4.64], [6.51, -2.27, -3.49], [4.71, -2.90, -1.96], [4.20, -2.29, 0.10], [2.79, -3.60, 1.62], [0.34, -3.75, 1.20], [-0.67, -2.39, -0.56], [-0.54, 3.35, -3.60], [-0.50, 2.89, -2.28], [0.51, 3.66, -1.68], [-1.79, 3.42, -1.67], [-2.01, 4.75, -1.84], [-1.82, 3.21, -0.35], [-2.85, 2.80, -2.22]], "de_lowest_ev": 0.7828, "homo_lumo_gap_ha": 0.2129, "largest_force_ev_per_a": 0.79, "total_charge": -1, "e_homo_ev": -3.915}

---

{"formula": "C8H18N4", "method": "ωB97M-V with the def2-TZVPD basis set", "symbols": ["C", "C", "C", "C", "C", "C", "C", "C", "N", "N", "N", "N", "H", "H", "H", "H", "H", "H", "H", "H", "H", "H", "H", "H", "H", "H", "H", "H", "H", "H"], "xyz": [[-0.94, 0.51, -0.07], [0.77, -0.01, -0.40], [-0.78, -1.64, 0.63], [1.85, 1.50, 1.20], [-2.90, -0.54, 1.17], [3.14, -0.19, 0.29], [-0.07, -1.99, -1.72], [-0.66, 2.75, -1.07], [-1.65, -0.52, 0.37], [1.84, 0.45, 0.41], [0.36, -1.48, -0.32], [-1.40, 1.70, -0.35], [-0.26, -1.77, 1.56], [-1.22, -2.53, 0.52], [2.65, 2.12, 1.54], [1.02, 1.99, 1.60], [-3.32, -1.47, 0.92], [-2.77, -0.51, 2.21], [-3.50, 0.16, 0.75], [3.63, 0.02, -0.72], [3.72, 0.01, 1.08], [3.09, -1.39, 0.31], [-1.03, -1.61, -1.85], [0.65, -1.75, -2.57], [0.12, -3.09, -1.53], [-1.29, 3.12, -1.76], [-0.12, 3.56, -0.60], [0.08, 2.30, -1.59], [1.25, -1.85, 0.04], [-2.26, 2.16, -0.07]], "smiles": "C=[N+](C)C1=C(NC)N(C)C[N@H+]1C", "de_lowest_ev": 5.5325, "homo_lumo_gap_ha": [0.3111, 0.3112], "largest_force_ev_per_a": 6.97, "total_charge": 2, "e_homo_ev": [-16.050, -16.051]}